Record 1
The following is a DFT calculation (ωB97M-V with the def2-TZVPD basis set) of a structure of composition C27H56HgNO13S5 at a distorted geometry.

Summary:
energy above the lowest of the compared OMol25 structures with the same formula, charge and spin: 15.6 kJ/mol
total charge: +1

Last column: Mulliken charge in e.
Atoms and positions in Å:
Hg 27.734 16.325 8.263  1.52
O 29.672 15.744 4.817  1.02
C 29.100 15.856 5.992  0.90
O 27.860 15.637 6.130  -1.04
O 29.707 16.233 7.061  -1.05
H 30.595 16.000 4.995  -0.27
C 31.372 13.650 2.727  0.02
C 31.373 12.274 3.408  -1.25
N 30.142 11.490 3.342  0.13
C 29.806 11.100 1.973  -0.39
C 30.822 10.099 1.406  -1.39
C 29.019 12.124 4.011  -0.84
C 29.252 12.354 5.496  0.22
H 31.595 13.508 1.669  0.47
H 32.178 14.251 3.155  0.16
H 30.460 14.230 2.871  -0.18
H 32.192 11.678 3.006  0.51
H 31.579 12.451 4.468  0.23
H 28.869 10.544 2.079  0.47
H 29.634 11.929 1.277  0.30
H 30.334 9.434 0.695  0.44
H 31.585 10.655 0.857  0.29
H 31.254 9.498 2.203  0.33
H 28.170 11.444 3.872  0.58
H 28.679 13.056 3.524  0.34
H 28.301 12.511 6.008  -0.51
H 29.783 13.305 5.583  -0.54
H 29.792 11.524 5.948  0.56
C 32.494 13.383 9.491  -0.84
C 32.158 13.642 10.953  -0.61
C 30.629 13.452 11.059  -0.95
S 29.919 13.637 9.389  1.42
O 29.082 14.832 9.312  -0.74
O 29.389 12.354 9.008  -0.67
C 31.484 13.957 8.548  -0.18
H 32.710 12.328 9.305  0.37
H 33.451 13.867 9.274  0.38
H 32.397 14.688 11.157  0.27
H 32.698 13.040 11.675  0.36
H 30.047 14.143 11.670  0.44
H 30.397 12.462 11.447  0.33
H 31.509 15.047 8.439  0.13
H 31.527 13.698 7.490  0.23
C 30.791 19.454 1.233  -0.71
C 31.653 18.661 2.185  -0.43
C 31.088 17.247 2.123  0.30
S 30.917 16.974 0.331  1.29
O 29.675 16.375 -0.085  -0.64
O 32.168 16.415 -0.125  -0.72
C 30.878 18.742 -0.129  -0.90
H 31.047 20.504 1.108  0.43
H 29.750 19.333 1.539  0.24
H 31.544 19.092 3.190  0.15
H 32.731 18.774 2.044  0.29
H 30.059 17.262 2.494  -0.01
H 31.643 16.472 2.643  -0.10
H 29.973 18.891 -0.710  0.42
H 31.798 18.844 -0.700  0.39
C 26.296 10.698 7.952  -0.38
C 25.188 10.983 6.913  -0.82
C 25.107 12.481 6.694  -0.11
S 25.516 13.229 8.283  0.94
O 24.352 13.739 8.954  -0.74
O 26.673 14.119 8.179  -0.24
C 26.086 11.698 9.068  -0.63
H 27.274 10.648 7.467  0.10
H 26.195 9.670 8.303  0.47
H 24.310 10.576 7.422  0.35
H 25.361 10.452 5.981  0.39
H 24.212 12.900 6.245  0.46
H 25.957 12.782 6.071  -0.12
H 25.272 11.422 9.738  0.39
H 26.935 12.024 9.665  0.21
C 34.149 19.304 5.513  -0.77
C 34.999 18.378 4.637  -0.15
C 35.145 17.038 5.351  -1.05
S 33.571 16.750 6.183  1.09
O 33.811 16.206 7.495  -0.75
O 32.650 16.117 5.263  -0.65
C 33.117 18.504 6.302  -0.68
H 33.707 20.080 4.884  0.31
H 34.766 19.911 6.178  0.34
H 35.955 18.814 4.362  0.45
H 34.451 18.151 3.717  -0.07
H 35.827 17.157 6.196  0.38
H 35.361 16.138 4.780  0.51
H 33.298 18.762 7.347  0.40
H 32.054 18.659 6.134  0.49
C 24.861 15.131 1.296  -0.79
C 25.269 14.620 2.701  -0.66
C 26.175 15.599 3.441  0.44
S 26.243 17.039 2.359  0.90
O 27.567 17.611 2.302  -0.50
O 25.138 17.929 2.595  -0.68
C 25.919 16.119 0.826  -0.63
H 23.951 15.716 1.458  0.32
H 24.588 14.322 0.626  0.41
H 25.746 13.640 2.600  0.32
H 24.409 14.367 3.324  0.19
H 27.209 15.254 3.455  -0.62
H 25.898 15.921 4.439  0.48
H 26.815 15.611 0.470  0.24
H 25.583 16.907 0.156  0.50



Record 2
The following is a DFT calculation (ωB97M-V with the def2-TZVPD basis set) of a structure of composition C27H57AlBr2FIMgN2O11P3 at a distorted geometry.

Summary:
energy: -245191.350 eV
total charge: +1

Last column: Mulliken charge in e.
Atoms and positions in Å:
C 3.340 -4.526 -1.073  -0.77
C 2.874 -5.323 -2.428  0.16
P 0.949 -5.614 -2.520  0.07
C 0.245 -5.061 -0.835  -0.65
O 0.443 -4.602 -3.841  0.07
C -0.814 -3.895 -3.573  0.08
O -1.924 -4.422 -4.161  -0.54
C -1.037 -2.531 -2.705  0.71
C -2.602 -2.211 -2.208  -0.94
C -2.988 -0.827 -1.355  0.22
P -4.839 -0.607 -0.924  0.86
O -5.501 0.504 -1.887  -0.59
O -5.676 -2.120 -1.296  -0.51
O -5.150 -0.304 0.777  -0.52
N -1.867 0.148 -0.982  0.32
C -2.161 1.393 -0.168  -1.28
C -2.139 2.795 -1.074  0.31
C -1.444 3.930 -0.061  -0.64
O -3.489 3.313 -1.373  -0.42
C -0.401 -0.078 -1.407  0.04
P 0.996 1.202 -0.953  0.20
N 1.271 1.253 0.674  -0.62
C 0.081 -1.411 -2.295  0.58
C 1.640 -1.576 -2.761  1.63
C 1.964 -0.468 -3.970  0.16
O 3.257 -0.142 -4.237  -0.46
I 0.357 0.505 -5.095  0.14
H 3.426 -5.320 -0.214  0.29
H 4.421 -4.064 -1.282  0.33
H 2.645 -3.606 -0.803  0.07
H 3.422 -6.342 -2.620  0.47
H 3.174 -4.620 -3.345  -0.25
H 0.808 -5.523 0.107  0.25
H 0.390 -3.882 -0.722  0.20
H -0.923 -5.236 -0.719  0.55
H -3.481 -2.955 -2.493  0.49
H -5.086 -2.857 -0.913  0.34
H -5.704 0.549 0.824  0.38
H -1.359 1.463 0.713  0.36
H -3.209 1.393 0.367  0.32
H -1.525 2.624 -2.057  0.37
H -1.698 3.697 1.082  0.59
H -1.807 5.020 -0.302  0.34
H -0.271 3.933 -0.128  0.25
H -3.316 4.058 -2.052  0.28
H 0.598 2.479 -1.500  0.12
H 2.272 0.877 -1.547  0.14
H 1.044 2.255 0.949  0.17
H 2.302 -1.284 -1.811  -0.70
H 1.973 -2.654 -3.059  -1.54
Br 0.996 -6.987 0.061  -0.22
O -3.637 5.345 -3.717  -0.80
H -3.971 5.586 -4.562  0.22
Mg 2.196 -4.061 -4.416  0.91
Br 4.296 -2.072 -0.922  -0.35
C -4.362 -6.831 -4.477  -0.84
C -5.063 -7.772 -3.481  0.21
O -4.167 -8.669 -3.102  -0.39
H -4.002 -7.368 -5.364  0.34
H -5.067 -6.066 -4.823  0.35
H -3.511 -6.310 -4.021  0.06
H -5.967 -8.122 -4.003  0.24
H -5.497 -7.110 -2.716  0.09
Al -1.367 4.790 1.968  0.26
C -7.703 -8.348 -0.798  -0.55
O -7.046 -7.114 -0.571  -0.48
H -7.044 -9.000 -1.376  0.20
H -7.931 -8.822 0.160  0.28
H -8.624 -8.174 -1.359  0.28
H -7.654 -6.557 -0.056  0.30
C -4.110 9.477 4.446  -1.05
C -3.537 8.072 4.460  -0.26
O -2.112 8.040 4.554  -0.37
C -1.540 8.637 5.715  -0.35
C -1.993 7.994 7.014  -0.99
H -3.689 10.056 3.619  0.30
H -5.199 9.443 4.333  0.38
H -3.889 10.018 5.370  0.27
H -3.798 7.575 3.520  0.24
H -3.980 7.469 5.260  0.32
H -1.733 9.715 5.717  0.30
H -0.455 8.519 5.624  0.33
H -3.071 8.092 7.163  0.26
H -1.493 8.464 7.867  0.39
H -1.759 6.924 7.014  0.26
C 9.526 0.631 2.725  -1.17
C 8.867 1.874 2.148  -0.32
C 7.474 2.143 2.723  -0.79
C 6.428 1.056 2.446  -0.74
C 6.187 0.741 0.968  0.22
C 5.647 1.924 0.180  -1.14
H 8.959 -0.274 2.490  0.30
H 10.531 0.509 2.308  0.36
H 9.619 0.708 3.813  0.29
H 8.823 1.794 1.056  0.24
H 9.505 2.739 2.367  0.36
H 7.114 3.103 2.335  0.29
H 7.558 2.270 3.811  0.39
H 5.479 1.367 2.901  0.39
H 6.718 0.132 2.959  0.30
H 5.462 -0.080 0.902  -0.04
H 7.107 0.376 0.498  0.24
H 4.703 2.278 0.607  0.21
H 5.460 1.631 -0.858  0.32
H 6.355 2.758 0.166  0.32
F 6.476 -1.845 2.613  -0.55